Entry 1:
Here is an isolated molecule of C7H11NO2 in a non-equilibrium geometry from OMol25. Energies are from ωB97M-V with the def2-TZVPD basis set.

Computed properties:
total charge: 0
highest occupied orbital energy: -8.10 eV
energy relative to the best compared isomer or geometry (same formula, charge and spin): 123.0 kcal/mol

Each line ends with the Löwdin charge.
Atoms and positions in Å:
C -0.630 -1.011 1.293  0.0136
C 2.348 0.409 -0.720  -0.0353
C -1.593 -0.512 -1.696  -0.0564
C 0.267 -0.759 0.156  -0.5730
C 1.492 0.280 0.503  -0.3183
C -1.025 0.164 -0.485  -0.2355
C -1.262 1.434 -0.175  0.0719
O -0.668 -0.245 2.382  0.0776
N 1.761 0.880 1.566  0.1609
O 0.643 -1.811 -0.467  -0.0963
H -1.242 -0.618 3.067  0.1418
H -0.969 -2.045 1.382  0.1637
H 1.168 0.685 2.368  0.0443
H 3.156 1.111 -0.524  0.0783
H 1.739 0.750 -1.559  0.0855
H 2.739 -0.572 -0.983  0.0835
H -2.174 0.188 -2.297  0.0796
H -2.217 -1.361 -1.410  0.0882
H -0.794 -0.922 -2.315  0.0839
H -0.814 1.912 0.686  0.0700
H -1.925 2.045 -0.773  0.0720

=====

Entry 2:
Here is a structure of composition C4H3OSr in a non-equilibrium geometry from OMol25. Energies are from ωB97M-V with the def2-TZVPD basis set.

Computed properties:
multiplicity: 2
total charge: 0
highest occupied orbital energy (spin up / spin down): -5.71 / -7.04 eV
energy relative to the best compared isomer or geometry (same formula, charge and spin): 0.0 kcal/mol

Each line ends with the Löwdin charge.
Atoms and positions in Å:
C -0.399 -1.629 -1.638  -0.0527
C 0.027 -0.778 -0.712  -0.1643
C 0.416 0.171 0.040  -0.0523
C 0.861 1.121 0.882  -0.3762
O 0.140 1.840 1.690  -0.5389
Sr -1.833 1.962 2.879  0.9983
H 0.308 -2.221 -2.224  0.0407
H -1.466 -1.776 -1.821  0.0380
H 1.947 1.310 0.904  0.1073

=====

Entry 3:
Here is a cluster of 2 separate species, C4H9NO2 in total in a non-equilibrium geometry from OMol25. Energies are from ωB97M-V with the def2-TZVPD basis set.

Computed properties:
total charge: 0
highest occupied orbital energy (spin up / spin down): -6.29 / -8.50 eV
energy relative to the best compared isomer or geometry (same formula, charge and spin): 124.5 kcal/mol

Each line ends with the Löwdin charge.
Atoms and positions in Å:
C 0.728 1.057 -0.439  -0.2258
C 2.043 1.371 0.123  -0.0984
C -1.294 -2.157 0.397  0.0709
C -1.479 0.678 0.035  -0.5351
N -0.214 0.858 0.418  0.0930
O -2.435 0.974 0.909  0.1126
O -1.705 0.561 -1.299  0.0700
H 0.619 1.118 -1.474  0.0900
H 1.980 2.351 0.651  0.0879
H 2.727 1.531 -0.754  0.0838
H 2.457 0.647 0.753  0.0477
H -2.153 -2.811 0.118  0.0135
H -0.785 -2.017 1.329  -0.0103
H -0.653 -1.943 -0.384  -0.0533
H -2.256 1.401 1.719  0.1001
H -2.694 0.443 -1.425  0.1535

=====

Q: Which value of total charge does entry 1 give?
A: 0